Density functional theory data (wB97M-V/def2-TZVPD) for C30H26FeN6O2 as an isolated structure.

```
65
Properties=species:S:1:pos:R:3:mulliken_charge:R:1
Fe 0.251 -0.252 -0.024 0.179
C -2.501 0.097 3.376 -1.041
C -1.691 0.532 2.315 -0.063
N -1.450 -0.189 1.244 0.415
C -2.011 -1.437 1.170 0.367
C -2.834 -1.955 2.182 1.054
C -3.065 -1.143 3.309 -0.707
C -3.380 -3.257 2.035 -1.004
C -3.097 -3.976 0.915 -1.005
C -2.271 -3.467 -0.113 -1.070
C -1.718 -2.209 -0.012 0.309
N -0.934 -1.510 -0.883 1.335
C -0.832 -1.620 -2.224 0.632
C -1.169 -2.658 -3.082 -1.204
C -1.037 -2.515 -4.478 -1.019
C -0.570 -1.370 -5.056 -1.043
C -0.200 -0.283 -4.223 0.862
C 0.311 0.934 -4.725 -0.792
C 0.666 1.926 -3.858 -1.008
C 0.505 1.715 -2.477 -0.178
N 0.019 0.604 -1.968 0.672
C -0.329 -0.405 -2.829 0.360
H -2.655 0.745 4.227 0.423
H -1.227 1.506 2.368 0.259
H -3.685 -1.518 4.115 0.438
H -4.004 -3.661 2.822 0.387
H -3.502 -4.974 0.802 0.392
H -2.060 -4.099 -0.960 0.376
H -1.535 -3.594 -2.695 0.238
H -1.311 -3.355 -5.106 0.417
H -0.470 -1.276 -6.129 0.387
H 0.421 1.060 -5.795 0.432
H 1.061 2.870 -4.208 0.436
H 0.784 2.485 -1.771 0.347
N -1.081 2.677 -0.094 -0.068
C -0.267 3.375 0.765 0.762
C -0.551 4.696 1.049 -0.708
C 0.235 5.458 1.921 -0.733
C 1.318 4.899 2.533 -0.910
C 1.651 3.553 2.262 0.781
C 2.767 2.958 2.896 -0.746
C 3.084 1.670 2.618 -1.401
C 2.288 0.968 1.693 -0.390
N 1.234 1.460 1.079 0.432
C 0.891 2.769 1.360 0.132
H -1.997 3.065 -0.247 0.249
H -1.055 1.665 -0.072 -0.210
H -1.421 5.145 0.584 0.399
H -0.031 6.490 2.110 0.385
H 1.927 5.459 3.230 0.386
H 3.344 3.545 3.599 0.408
H 3.918 1.167 3.085 0.476
H 2.527 -0.057 1.478 0.436
N 2.063 -0.862 -1.054 -0.219
C 2.941 -1.885 -0.456 -0.768
C 2.093 -2.982 0.178 -0.499
C 1.551 -2.465 1.509 0.485
O 1.931 -2.960 2.560 -0.757
O 0.761 -1.453 1.421 -0.503
H 1.673 -1.252 -1.908 0.286
H 2.592 -0.041 -1.329 0.273
H 3.558 -1.408 0.307 0.413
H 3.625 -2.297 -1.203 0.459
H 2.689 -3.877 0.350 0.441
H 1.261 -3.229 -0.490 0.125
```

Summary:
HOMO level (spin up / spin down) in eV: -6.563 / -6.563
ΔE to the lowest compared entry with this formula, charge and spin in kJ/mol: 6.7
E in a.u.: -2901.64389


Density functional theory data (wB97M-V/def2-TZVPD) for a 5-piece molecular cluster, C30H26IN2O16 overall in a non-equilibrium geometry.

```
75
Properties=species:S:1:pos:R:3:mulliken_charge:R:1
C 8.969 2.147 4.374 -0.872
C 8.623 0.602 3.930 -0.285
C 7.476 0.625 2.740 -0.538
I 7.359 -1.250 1.586 0.132
C 6.059 1.031 3.458 0.047
C 5.335 2.378 2.865 -0.262
N 4.085 2.527 3.703 -0.120
C 4.078 1.347 4.698 -0.204
N 5.252 0.397 4.569 -0.083
H 9.779 2.624 3.663 0.302
H 9.411 2.169 5.482 0.302
H 8.021 2.867 4.298 0.225
H 9.559 -0.055 3.668 0.365
H 8.115 0.091 4.881 0.222
H 7.695 1.478 1.934 0.455
H 5.786 3.013 1.990 0.364
H 3.388 3.310 3.604 0.287
H 3.219 1.198 5.500 0.367
H 5.503 -0.482 5.073 0.312
C 3.466 -1.469 -2.312 -0.956
C 2.316 -2.138 -2.422 0.206
C 1.480 -2.439 -1.227 0.939
O 0.419 -3.039 -1.361 -0.585
C 1.972 -1.999 0.088 -0.621
C 3.123 -1.332 0.197 0.442
C 3.946 -1.008 -1.001 1.032
O 4.990 -0.378 -0.870 -0.629
O 3.593 -0.918 1.430 -0.473
O 1.860 -2.577 -3.651 -0.590
H 4.083 -1.242 -3.173 0.468
H 1.363 -2.239 0.950 0.439
H 4.441 -0.458 1.245 0.013
H 1.010 -3.032 -3.466 0.278
C -2.934 -3.886 -4.894 -1.044
C -4.083 -4.556 -5.003 0.388
C -4.920 -4.856 -3.808 0.895
O -5.980 -5.457 -3.942 -0.603
C -4.427 -4.416 -2.493 -0.753
C -3.276 -3.750 -2.384 0.401
C -2.454 -3.426 -3.582 0.806
O -1.410 -2.796 -3.452 -0.441
O -2.806 -3.336 -1.151 -0.619
O -4.539 -4.995 -6.232 -0.560
H -2.317 -3.659 -5.754 0.440
H -5.036 -4.657 -1.632 0.456
H -1.959 -2.875 -1.337 0.264
H -5.390 -5.450 -6.048 0.351
C -0.050 3.526 -0.398 -0.911
C 0.876 2.569 -0.472 0.188
C 0.512 1.164 -0.804 0.870
O 1.387 0.309 -0.883 -0.201
C -0.910 0.854 -1.021 -1.018
C -1.837 1.810 -0.944 0.186
C -1.469 3.220 -0.639 0.920
O -2.341 4.081 -0.593 -0.564
O -3.175 1.525 -1.144 -0.515
O 2.211 2.849 -0.244 -0.651
H 0.201 4.552 -0.160 0.447
H -1.163 -0.175 -1.244 0.819
H -3.643 2.382 -1.036 0.234
H 2.680 1.993 -0.358 0.310
C -6.462 1.194 -0.043 -0.843
C -6.583 2.507 -0.250 0.286
C -7.809 3.245 0.164 0.828
O -7.884 4.454 -0.023 -0.612
C -8.899 2.478 0.786 -0.902
C -8.778 1.164 0.990 0.348
C -7.542 0.431 0.601 0.858
O -7.454 -0.772 0.819 -0.614
O -9.800 0.436 1.572 -0.558
O -5.573 3.230 -0.857 -0.550
H -5.576 0.645 -0.337 0.588
H -9.791 3.023 1.066 0.420
H -9.471 -0.488 1.612 0.353
H -5.899 4.155 -0.892 0.323
```

Summary:
HOMO level in eV: -11.084
E in a.u.: -2769.34571
Total charge: +1


Density functional theory data (wB97M-V/def2-TZVPD) for C30H26N7O6SW as an isolated structure.

```
71
Properties=species:S:1:pos:R:3:mulliken_spin:R:1
W 0.362 -0.239 -0.197 1.702
O -1.153 -4.129 1.523 0.005
C -0.840 -2.884 1.334 -0.013
O 0.266 -2.461 1.040 0.011
C -1.924 -1.875 1.555 0.031
C -3.134 -2.130 2.180 -0.005
C -3.960 -1.055 2.469 0.008
C -3.532 0.232 2.162 -0.002
C -2.313 0.386 1.526 0.021
N -1.539 -0.652 1.192 0.010
C -1.652 1.676 1.187 0.012
O -2.154 2.830 1.500 0.008
O -0.571 1.637 0.602 -0.008
H -0.367 -4.714 1.379 0.000
H -3.402 -3.143 2.447 0.000
H -4.913 -1.209 2.957 0.000
H -4.154 1.078 2.426 0.000
H -2.984 2.797 1.998 -0.001
C 3.407 2.238 -2.345 -0.004
C 2.168 1.570 -1.871 0.041
N 2.148 0.748 -0.874 -0.068
N 3.346 0.429 -0.266 -0.005
C 3.299 -0.034 0.999 0.013
N 4.407 -0.412 1.587 0.000
S 1.791 -0.042 1.814 -0.017
C 0.848 1.744 -2.480 0.077
C 0.579 2.595 -3.532 0.011
C -0.721 2.673 -4.022 0.019
C -1.704 1.892 -3.445 -0.005
C -1.365 1.052 -2.396 0.040
N -0.119 0.976 -1.919 0.017
H 4.053 1.524 -2.865 0.006
H 3.959 2.642 -1.494 0.004
H 3.200 3.049 -3.034 0.001
H 4.147 0.265 -0.864 -0.001
H 5.310 -0.374 1.134 0.000
H 4.379 -0.770 2.531 0.000
H 1.359 3.197 -3.974 0.003
H -0.951 3.335 -4.846 -0.001
H -2.725 1.911 -3.799 0.000
H -2.102 0.402 -1.943 0.011
O -0.886 -1.560 -1.377 -0.002
C 0.112 -2.324 -1.656 0.064
N 0.203 -3.521 -2.174 0.018
C 1.577 -4.060 -1.921 0.009
C 2.247 -2.810 -1.271 0.013
O 3.374 -2.702 -0.880 0.013
N 1.278 -1.808 -1.230 -0.038
C 1.403 -5.207 -0.926 0.000
C 1.750 -5.109 0.418 0.001
C 1.428 -6.140 1.300 0.000
C 0.758 -7.270 0.843 0.001
C 0.442 -7.382 -0.505 0.000
C 0.770 -6.360 -1.383 0.001
C 2.296 -4.452 -3.194 -0.002
C 3.475 -5.185 -3.085 0.001
C 4.178 -5.537 -4.225 0.000
C 3.707 -5.167 -5.478 0.001
C 2.534 -4.436 -5.588 -0.001
C 1.830 -4.072 -4.447 0.000
H -0.582 -4.097 -2.445 -0.001
H 2.301 -4.256 0.790 -0.001
H 1.738 -6.078 2.336 0.000
H 0.511 -8.070 1.527 0.000
H -0.046 -8.274 -0.876 0.000
H 0.545 -6.472 -2.439 0.000
H 3.840 -5.489 -2.112 0.000
H 5.089 -6.113 -4.136 0.000
H 4.250 -5.456 -6.367 0.000
H 2.159 -4.155 -6.562 0.000
H 0.914 -3.504 -4.555 0.000
```

Summary:
HOMO level (spin up / spin down) in eV: -15.512 / -15.513
2S+1: 3
ΔE to the lowest compared entry with this formula, charge and spin in kJ/mol: 8.0
E in a.u.: -2458.10073
Expectation value of S²: 2.015
Total charge: +3